# 1
Molecular formula: C58H130N14O14
Method: DFT, ωB97M-V/def2-TZVPD

Values from the calculation:
Frontier orbital gap: 8.742 eV
Molar mass: 1247.8 g mol⁻¹
LUMO: -0.0082 Ha
HOMO level: -8.97 eV

Structure (ORCA input):
```
! RIJCOSX wB97M-V def2-TZVPD def2/J DEFGRID3
* xyz 0 1
C -26.400 -11.368 12.171
N -33.901 -9.124 5.168
H -29.383 2.317 6.886
H -30.104 -1.291 7.453
C -24.010 -2.755 2.095
H -26.384 -13.470 12.504
C -19.859 -2.068 9.897
H -22.327 -7.648 5.630
H -25.581 -11.428 11.455
C -23.089 1.016 8.148
C -28.779 0.301 6.903
N -25.627 1.278 11.252
H -29.934 -6.145 5.835
H -19.183 -7.085 10.386
C -22.393 -2.402 9.413
H -23.957 -10.621 4.709
H -31.759 -6.593 10.867
H -21.476 -2.683 11.302
C -28.859 -1.045 9.014
O -25.035 -7.036 11.109
C -24.803 -7.582 9.823
H -24.626 -1.656 16.047
O -25.353 -9.311 4.154
C -29.275 -5.129 2.075
H -23.996 0.051 11.690
C -31.342 -4.548 10.392
H -25.111 -6.945 8.994
H -28.364 -1.745 7.091
H -26.920 0.722 9.782
H -34.082 -10.963 7.870
H -21.807 -5.184 15.095
H -23.308 -3.854 5.753
H -28.747 -8.749 5.210
H -27.307 2.296 10.457
H -24.489 -2.788 7.904
H -28.112 -6.840 2.461
H -24.180 -6.322 14.772
H -29.994 1.509 8.356
H -26.041 -11.125 13.172
C -26.867 -4.664 7.198
H -27.793 0.649 7.211
C -24.899 0.006 11.081
H -24.615 -0.138 10.038
H -22.223 4.088 9.310
H -32.346 -4.171 10.197
H -25.963 -1.932 8.400
H -26.598 -0.414 13.248
O -31.822 -5.795 6.340
H -28.480 -8.681 7.294
H -25.301 -8.545 9.706
H -20.416 -7.373 9.331
H -26.678 -4.261 6.191
C -27.603 -8.945 6.703
H -25.502 1.077 5.177
H -31.099 -4.368 11.439
H -24.679 -4.110 16.049
H -33.241 -11.628 9.237
H -26.687 -8.422 6.979
H -22.221 -3.055 2.775
H -20.590 -2.829 4.538
H -27.718 -3.875 13.428
H -27.956 -12.853 12.824
C -26.517 -6.617 16.806
H -26.638 -5.066 1.880
H -31.201 -10.033 8.652
C -32.338 -8.800 7.264
H -25.365 -0.830 17.389
C -25.771 -0.500 13.953
H -24.843 0.170 3.832
C -29.954 -6.675 9.716
H -33.825 -9.907 9.196
N -28.799 -1.127 10.135
H -26.330 -3.918 15.467
C -25.997 -4.314 9.508
C -27.189 -10.074 11.770
H -28.533 -3.771 11.854
C -22.916 3.393 8.836
N -19.265 -0.117 8.283
N -28.527 -10.206 9.542
N -25.808 -5.853 15.920
H -30.847 1.315 6.895
N -23.624 0.241 7.457
C -27.101 -12.725 12.160
O -24.432 -5.374 4.974
C -27.346 0.058 15.669
H -22.278 -6.088 11.477
C -21.351 -4.475 14.405
H -26.828 -3.218 12.033
C -29.832 1.407 7.283
H -25.378 -0.967 11.197
H -22.496 -7.584 7.420
H -27.857 0.281 14.720
C -27.959 -10.152 10.511
O -22.654 -3.005 1.920
H -21.490 -4.085 7.024
H -31.969 -6.304 9.239
H -26.247 2.811 2.446
C -25.145 2.332 11.895
H -32.670 -8.029 7.960
N -26.140 -0.383 15.377
H -24.938 -4.525 9.652
C -26.938 -5.134 2.926
H -25.940 -4.163 17.229
C -22.785 -7.129 6.473
H -20.615 -5.563 6.741
C -19.649 -6.621 9.517
O -28.290 -2.011 12.776
H -28.773 0.192 5.819
H -20.468 -6.063 13.247
H -22.878 -6.323 13.037
H -21.548 -1.070 10.895
C -33.203 -8.979 6.092
H -26.211 -9.005 4.457
C -21.067 -5.175 13.044
H -26.447 -9.281 11.675
C -25.395 1.073 4.092
O -27.401 -5.684 7.500
C -31.289 -6.046 10.051
C -27.806 -3.293 12.510
N -28.099 -6.819 11.573
C -25.043 -0.697 16.356
H -31.529 -8.251 6.784
H -24.151 -1.805 2.610
H -21.736 -3.455 14.384
H -19.800 -5.132 10.617
H -22.381 -1.707 8.574
C -32.042 -10.165 7.972
C -23.323 -4.415 12.292
H -26.158 -5.769 3.348
C -23.491 -4.936 5.665
N -22.660 -5.661 6.387
H -26.165 -3.425 10.117
C -22.362 2.000 8.988
O -26.659 -7.859 16.728
H -26.405 -5.259 9.867
H -31.703 -10.840 7.186
H -25.904 3.129 11.903
H -22.407 1.674 10.027
H -20.942 -1.258 5.762
C -26.990 1.285 10.712
H -23.828 3.525 9.419
H -23.350 4.819 7.335
H -18.994 -6.480 8.657
C -29.050 -1.035 7.553
H -30.200 -7.659 9.316
O -27.804 -8.828 5.370
C -28.957 -6.750 10.756
H -25.749 -2.397 6.674
H -23.439 2.367 5.114
C -28.236 -5.864 2.930
C -21.815 -1.435 5.135
N -26.975 -2.826 4.140
H -30.230 -5.643 2.185
H -24.797 -9.949 6.100
C -23.139 3.751 7.378
H -24.261 0.062 16.344
H -22.700 -1.499 5.769
H -25.923 -6.673 11.124
H -28.660 -6.101 3.906
O -21.509 -2.584 4.405
H -29.529 -6.269 8.798
H -21.734 -5.396 8.136
H -32.235 -5.671 5.482
O -24.622 4.114 2.267
C -33.354 -10.720 8.644
H -27.400 -9.943 7.091
C -25.235 3.147 2.718
C -25.265 -6.295 14.673
H -22.012 -0.554 4.525
C -19.511 -1.017 8.983
N -26.179 -3.939 8.124
H -23.831 -7.387 6.307
H -23.771 -7.830 9.575
C -21.572 -5.170 7.082
H -26.848 -6.035 17.680
H -26.366 0.918 3.622
O -24.027 2.426 12.447
H -20.361 -4.266 14.811
H -25.020 0.238 13.672
H -19.686 -3.029 9.414
H -25.678 -7.253 14.358
H -24.553 -2.921 1.165
H -21.347 1.946 8.592
H -27.749 0.874 11.378
C -23.325 2.336 4.030
N -24.697 2.268 3.575
H -30.110 -4.832 7.079
C -21.318 -2.033 10.441
C -26.926 -3.854 3.630
H -30.360 -4.384 5.539
C -25.555 -2.671 7.711
H -25.573 -11.222 5.127
C -24.937 -10.338 5.091
H -25.234 -1.446 13.884
O -20.270 -5.430 9.835
H -25.671 -5.660 13.885
H -27.346 -13.043 11.147
H -23.384 -2.403 9.867
H -28.416 -1.666 11.889
N -23.930 -3.429 12.224
H -24.010 3.302 6.900
H -22.236 3.513 6.815
C -30.497 -5.270 6.159
C -25.709 -4.435 16.199
H -29.432 -4.129 2.481
O -27.804 0.191 16.823
C -22.423 -5.552 12.415
H -22.276 -3.425 9.055
H -22.877 3.287 3.742
H -28.994 -5.169 1.023
H -22.730 1.472 3.734
H -20.404 -4.645 12.360
H -24.277 -3.613 2.712
H -19.123 -1.876 10.678
H -30.471 -4.068 9.944
H -27.902 -9.836 12.560
*
```

# 2
Molecular formula: H2NO3S2
Method: DFT, ωB97M-V/def2-TZVPD

Values from the calculation:
Frontier orbital gap: 7.905 eV
Molar mass: 128.2 g mol⁻¹
LUMO: 0.1382 Ha
HOMO level: -4.14 eV
SMILES string: NOS(=O)(=O)[S-]
Energy relative to the best compared isomer or geometry (same formula, charge and spin): 1.575 eV

Structure (ORCA input):
```
! RIJCOSX wB97M-V def2-TZVPD def2/J DEFGRID3
* xyz -1 1
S 2.532 3.060 -0.079
H -0.652 0.305 -0.776
H 0.044 -0.884 0.197
O 1.463 0.550 -0.560
O -0.183 2.307 -0.134
S 1.071 1.845 0.346
N 0.132 -0.386 -0.656
O 1.039 1.394 1.736
*
```

# 3
Molecular formula: C43H36BrP3Pd
Method: DFT, ωB97M-V/def2-TZVPD

Values from the calculation:
Frontier orbital gap (alpha / beta): 6.535 / 6.534 eV
Molar mass: 832.0 g mol⁻¹
LUMO (alpha / beta): -0.0407 / -0.0407 Ha
HOMO level (alpha / beta): -7.64 / -7.64 eV
Energy relative to the best compared isomer or geometry (same formula, charge and spin): 1.175 eV

Structure (ORCA input):
```
! RIJCOSX wB97M-V def2-TZVPD def2/J DEFGRID3
* xyz 0 1
H -0.375 0.969 2.280
H -2.329 -1.296 -4.917
C 3.794 3.861 0.405
H 9.346 -1.667 0.313
C 4.296 3.469 -1.907
C 0.307 3.664 -0.385
H -2.963 1.939 -1.242
H 5.182 -2.435 0.865
C -6.791 -3.063 2.297
C -3.330 0.480 -4.266
C -3.899 -2.181 -0.849
C 5.984 -1.802 0.508
C -4.943 -1.330 -1.196
H 6.459 1.165 -1.063
H -1.116 -1.593 -2.786
Pd 1.365 -0.180 -0.389
C -5.623 -3.033 1.560
H 8.802 0.463 -0.804
H -0.360 2.232 -1.830
Br 1.559 -0.211 -2.778
H 3.640 4.543 1.229
C 3.342 -0.467 1.512
C 3.503 -0.716 3.877
H -3.871 0.601 -5.191
H -6.201 -0.431 4.329
P -1.109 -0.213 -0.310
C 0.511 3.943 0.956
C -2.560 -0.363 0.850
C -1.979 0.134 -1.876
P 3.889 -0.199 -0.204
C 8.315 -1.366 0.197
C -1.795 -0.764 -2.919
H -5.454 -3.772 0.788
C -2.470 -0.592 -4.112
H -6.322 -0.739 -2.713
H 7.532 -3.126 1.143
H -3.354 0.333 0.573
C -5.062 -2.346 -3.365
H 0.346 -1.373 2.828
P -3.110 -2.141 0.810
C 0.276 2.963 1.906
H -7.534 -3.825 2.105
C 1.393 -1.096 2.758
H -3.679 -3.939 -3.734
C 4.118 4.347 -0.849
H 4.526 3.845 -2.894
C 4.105 -0.403 2.672
C -5.517 -1.410 -2.450
C 4.189 2.106 -1.705
H -5.516 -2.403 -4.344
C -0.185 2.430 -0.778
H 5.149 -0.124 2.626
H 4.312 1.416 -2.532
H -7.921 -2.139 3.868
C -4.875 -1.128 2.805
H -5.312 -0.606 -0.481
H 4.227 5.410 -1.006
C 1.980 -0.791 1.539
H 0.869 4.916 1.256
C -0.508 1.464 0.182
C -2.832 1.221 -2.041
H -2.204 -0.150 1.861
C -3.457 -3.126 -1.767
C 5.674 -0.577 -0.080
C -4.661 -2.050 1.788
H 0.478 3.159 2.949
C -6.045 -1.159 3.545
H -4.132 -0.375 3.025
H 1.713 -1.340 4.861
H 0.528 4.410 -1.134
C 8.009 -0.170 -0.432
C 7.299 -2.188 0.661
C 2.163 -1.069 3.916
C -0.214 1.728 1.525
C 6.691 0.225 -0.581
H 4.090 -0.708 4.787
C -4.035 -3.208 -3.022
H -4.172 2.229 -3.363
H 3.425 2.123 1.600
C -3.505 1.389 -3.235
C 3.907 1.613 -0.430
H -2.647 -3.790 -1.497
C -7.009 -2.118 3.289
C 3.680 2.499 0.617
*
```

# 4
Molecular formula: C4H17NO5
Method: DFT, ωB97M-V/def2-TZVPD

Values from the calculation:
Frontier orbital gap: 9.389 eV
Molar mass: 159.2 g mol⁻¹
LUMO: 0.0208 Ha
HOMO level: -8.82 eV
SMILES string: NCCCC=O.O.O.O.O
Energy relative to the best compared isomer or geometry (same formula, charge and spin): 1.363 eV

Structure (ORCA input):
```
! RIJCOSX wB97M-V def2-TZVPD def2/J DEFGRID3
* xyz 0 1
H 0.433 2.503 0.130
H 0.343 -1.853 2.753
N 2.443 1.573 -0.900
C 1.329 2.030 -1.709
H -2.199 -1.801 0.251
O 0.408 -0.912 1.028
H 0.883 -3.281 -0.563
H -0.376 -1.489 1.011
O 1.035 -2.447 -1.026
H 1.222 1.263 -2.479
O -1.724 -2.634 0.438
C -0.882 1.141 -0.864
H -0.301 0.235 -0.970
C 0.063 2.368 -0.891
H -1.879 2.087 0.928
O -0.121 -2.418 3.397
C -1.831 1.193 0.289
O -2.564 0.252 0.526
H -1.995 -2.790 1.354
H 2.885 2.266 -0.327
H 0.125 -2.140 -1.134
H -0.400 3.318 -1.154
H -1.500 1.209 -1.760
H 1.155 -1.410 0.655
H -0.692 -1.795 3.868
H 2.476 0.619 -0.605
H 1.664 2.913 -2.246
*
```

# 5
Molecular formula: C10H3BBr4ClF4O6OsS5
Method: DFT, ωB97M-V/def2-TZVPD

Values from the calculation:
Frontier orbital gap (alpha / beta): 5.294 / 5.548 eV
Molar mass: 1011.6 g mol⁻¹
LUMO (alpha / beta): -0.0112 / -0.0048 Ha
HOMO level (alpha / beta): -5.60 / -5.68 eV
Energy relative to the best compared isomer or geometry (same formula, charge and spin): 0.000 eV

Structure (ORCA input):
```
! RIJCOSX wB97M-V def2-TZVPD def2/J DEFGRID3
* xyz -1 1
H 3.664 -4.127 -1.802
O -1.357 -1.259 -0.295
S -3.507 -6.285 -0.234
H 2.658 -3.004 -0.858
B 0.000 1.304 3.161
C 0.536 -5.061 -0.058
S -1.738 -4.190 0.919
O 0.665 -1.500 -1.382
F -0.600 1.017 4.353
S 2.246 -5.335 -0.369
C -0.010 -4.089 0.695
O 0.506 1.038 -0.156
C 2.660 -3.929 -1.428
O -1.177 -2.869 -2.067
Br 5.271 4.116 1.686
O -1.200 -0.576 -2.585
C 3.712 1.798 1.287
C 1.566 3.167 0.058
S -0.574 -6.229 -0.727
C 2.564 1.084 0.886
Br 5.084 0.803 2.087
F 0.243 -0.092 2.513
Cl -0.826 -1.566 -1.656
Os 0.572 -0.815 0.596
H 1.967 -3.861 -2.262
S 0.888 -2.841 1.554
F 1.256 1.858 3.290
Br 2.762 5.718 0.269
Br 0.100 3.980 -0.777
C 2.675 3.852 0.494
C 3.758 3.159 1.108
F -0.795 1.986 2.275
C -2.024 -5.609 -0.023
C 1.492 1.775 0.254
O 2.444 -0.198 1.003
*
```

# 6
Molecular formula: C5H13NO
Method: DFT, ωB97M-V/def2-TZVPD

Values from the calculation:
Frontier orbital gap: 10.691 eV
Molar mass: 103.2 g mol⁻¹
LUMO: 0.0296 Ha
HOMO level: -9.89 eV
SMILES string: CCC(N)=O.CC
Energy relative to the best compared isomer or geometry (same formula, charge and spin): 0.368 eV

Structure (ORCA input):
```
! RIJCOSX wB97M-V def2-TZVPD def2/J DEFGRID3
* xyz 0 1
H -0.645 0.081 0.742
C -1.965 -0.572 -0.650
C -2.081 1.569 0.901
O -1.436 -1.310 -1.432
H -0.584 1.071 -0.650
C 3.852 -0.809 -0.239
H -3.582 -1.830 -0.301
H 1.686 -0.653 0.068
H -2.529 1.024 1.737
H 4.655 -0.287 -0.759
C 2.524 -0.091 -0.351
H 4.176 -1.066 0.768
H -3.714 -0.316 0.515
H -2.946 2.042 0.429
C -1.298 0.608 0.030
H 2.423 0.921 0.037
H 3.764 -1.746 -0.798
H 2.299 0.020 -1.418
H -1.441 2.298 1.392
N -3.158 -0.953 -0.021
*
```